Density functional theory data (ωB97M-V with the def2-TZVPD basis set) for an isolated molecule of C5H7N3.

XYZ file:
```
15
Properties=species:S:1:pos:R:3:forces:R:3:nbo_charge:R:1
C 1.000 1.849 0.568 -0.93 -1.56 -0.41 -0.560
C 0.418 0.655 0.570 -0.69 -2.67 -0.47 0.123
C 0.317 -0.350 1.689 0.12 1.70 -0.40 0.071
N -0.350 -1.439 1.639 0.87 -0.68 1.78 -0.388
C -0.937 -1.888 0.496 0.20 1.28 0.02 -0.133
C -0.847 -1.115 -0.569 -0.29 -0.92 -1.45 0.020
N -0.096 0.011 -0.572 -1.35 -0.12 -2.42 -0.223
N -0.285 0.691 -1.843 0.30 1.53 1.95 -0.643
H 1.019 2.328 -0.359 0.36 1.43 -0.77 0.194
H 1.444 2.132 1.458 0.90 1.07 1.27 0.217
H 0.848 0.026 2.595 -0.65 -0.82 -0.34 0.184
H -1.450 -2.789 0.339 -0.55 -1.27 0.91 0.203
H -1.322 -1.512 -1.513 0.78 1.12 0.89 0.209
H -0.264 0.106 -2.662 0.38 -0.78 0.32 0.369
H 0.505 1.298 -1.836 0.54 0.69 -0.87 0.354
```
Forces are in eV/Å.

Output
energy above the lowest of the compared OMol25 structures with the same formula, charge and spin	3.7483	eV
structure (SMILES)	C=C1C=NC=CN1N
orbital gap	8.3	eV
charge	0

---

Density functional theory data (ωB97M-V with the def2-TZVPD basis set) for a 2-piece molecular cluster, C5H7N3O overall.

XYZ file:
```
16
Properties=species:S:1:pos:R:3:forces:R:3:nbo_charge:R:1
C -2.198 -0.840 0.521 1.84 0.58 1.00 -0.276
C -2.224 -0.441 -0.818 0.61 0.48 -0.20 -0.281
C -1.186 -0.132 1.129 -1.70 -0.92 0.02 -0.064
C -1.250 0.550 -0.987 -2.58 -1.18 -1.40 -0.096
C 2.115 -0.042 -0.199 -4.28 0.81 -1.88 0.636
N -0.669 0.789 0.276 -0.20 0.21 -3.05 -0.155
N 3.354 -0.266 0.033 2.35 1.39 1.49 -0.823
N 0.342 1.546 0.598 1.86 0.30 2.05 -0.425
O 1.407 -0.646 -0.943 -0.23 -0.16 0.22 -0.548
H -2.719 -1.635 0.990 -0.47 -0.43 0.23 0.217
H -2.884 -0.994 -1.484 0.38 0.83 -0.52 0.223
H -0.838 -0.261 2.102 0.68 0.27 1.29 0.214
H -1.216 1.003 -2.002 1.08 0.40 1.48 0.235
H 0.650 2.335 0.026 -0.97 -0.74 -0.84 0.355
H 3.595 -1.204 -0.048 1.01 -1.97 -0.32 0.389
H 3.722 0.238 0.807 0.61 0.15 0.42 0.399
```
Forces are in eV/Å.

Output
energy above the lowest of the compared OMol25 structures with the same formula, charge and spin	4.7123	eV
orbital gap (alpha / beta)	7.8 / 7.8	eV
charge	0

---

Density functional theory data (ωB97M-V with the def2-TZVPD basis set) for an isolated molecule of C5H7N3O2.

XYZ file:
```
17
Properties=species:S:1:pos:R:3:forces:R:3:nbo_charge:R:1
N 4.661 0.058 -0.146 -2.49 0.34 -0.57 -0.356
C 3.520 0.340 -0.200 1.51 0.07 1.30 0.257
C 2.169 0.808 -0.023 -0.42 1.56 -0.29 -0.535
C 1.126 -0.031 0.257 0.68 -0.65 -1.48 0.558
N 1.309 -1.359 0.473 -2.45 -0.88 0.07 -0.819
O -0.135 0.528 0.220 0.67 1.10 1.28 -0.414
N -1.326 -0.226 -0.193 -0.37 -0.33 -0.56 0.346
O -1.072 -1.331 -0.747 -0.61 -0.87 -0.30 -0.593
C -2.499 0.149 0.645 -2.49 -3.77 -2.54 -0.251
C -2.310 0.791 -0.702 2.44 1.22 0.36 -0.274
H 1.960 1.922 -0.113 0.43 -1.74 0.01 0.253
H 2.232 -1.720 0.339 0.35 0.03 -0.03 0.411
H 0.500 -1.993 0.219 1.38 1.21 0.32 0.440
H -2.239 0.543 1.540 0.56 1.79 2.41 0.230
H -3.365 -0.661 0.691 2.31 1.57 -0.08 0.242
H -2.804 0.412 -1.608 0.04 0.48 0.71 0.255
H -1.729 1.770 -0.653 -1.51 -1.14 -0.61 0.250
```
Forces are in eV/Å.

Output
energy above the lowest of the compared OMol25 structures with the same formula, charge and spin	6.7284	eV
structure (SMILES)	N#C/C=C(\N)O[N+]1([O-])CC1
orbital gap	8.8	eV
charge	0

---

Density functional theory data (ωB97M-V with the def2-TZVPD basis set) for C5H7N3O2 as an isolated structure.

XYZ file:
```
17
Properties=species:S:1:pos:R:3:forces:R:3:nbo_charge:R:1
C 2.717 0.530 -0.540 0.02 0.17 0.08 -0.288
C 1.933 0.991 0.505 0.29 0.08 -0.17 -0.258
C 2.140 -0.638 -1.015 0.15 -0.11 -0.17 0.026
C 0.857 0.079 0.671 -0.86 0.09 0.83 0.316
C -2.165 0.734 -0.237 -0.38 -0.74 0.21 0.816
N 1.036 -0.905 -0.283 -0.05 -0.24 -0.24 -0.535
N -0.173 0.028 1.476 0.86 -0.23 0.29 -0.691
N -2.439 -0.332 0.282 0.68 1.26 -0.28 -0.558
O -2.166 1.691 -0.903 0.20 0.57 -0.22 -0.507
O -3.849 -1.269 -0.158 -1.43 -1.74 0.09 -0.670
H 3.606 0.990 -0.925 0.16 0.03 -0.10 0.230
H 2.089 1.872 1.095 -0.01 0.15 0.13 0.226
H 2.456 -1.279 -1.814 0.02 -0.10 -0.12 0.217
H 0.397 -1.668 -0.424 0.01 0.02 0.05 0.426
H -0.193 0.804 2.129 0.22 0.10 -0.04 0.352
H -1.965 -0.851 1.002 0.12 0.22 -0.02 0.462
H -4.280 -0.776 -0.859 -0.01 0.46 -0.33 0.436
```
Forces are in eV/Å.

Output
energy above the lowest of the compared OMol25 structures with the same formula, charge and spin	1.1448	eV
⟨S²⟩	2.039
orbital gap (alpha / beta)	8.3 / 8.5	eV
spin multiplicity	3
charge	0

---

Density functional theory data (ωB97M-V with the def2-TZVPD basis set) for a 2-piece molecular cluster, C5H7N3OS overall.

XYZ file:
```
17
Properties=species:S:1:pos:R:3:forces:R:3:nbo_charge:R:1
C -3.519 -0.932 -0.763 0.00 -0.05 0.65 0.133
C -2.860 0.850 0.074 -0.07 -0.60 -0.90 0.459
C 1.011 0.729 0.381 -0.11 0.34 -0.11 -0.126
C 0.721 1.864 -0.261 -0.12 -0.12 0.43 -0.480
C 1.892 -0.342 -0.146 0.02 -0.05 -0.03 -0.645
N -3.051 0.291 -1.090 0.47 1.32 0.53 -0.540
N -3.612 -1.147 0.532 -0.27 -0.70 0.11 -0.284
N -3.178 0.013 1.069 0.14 0.40 -0.09 -0.435
O -0.350 4.205 -0.490 -0.14 1.11 -0.80 -0.815
S -0.300 3.096 0.461 0.11 -1.38 0.58 1.004
H -3.791 -1.670 -1.489 -0.08 -0.20 -0.11 0.204
H 0.583 0.553 1.360 -0.10 0.03 0.17 0.194
H 1.103 2.099 -1.243 0.03 0.10 -0.15 0.235
H 2.317 -0.072 -1.109 0.03 -0.03 -0.05 0.219
H 2.700 -0.538 0.560 0.08 -0.06 -0.02 0.225
H 1.325 -1.267 -0.253 0.02 -0.11 -0.04 0.229
H -3.152 0.150 2.067 -0.02 -0.02 -0.17 0.422
```
Forces are in eV/Å.

Output
energy above the lowest of the compared OMol25 structures with the same formula, charge and spin	4.8081	eV
orbital gap (alpha / beta)	6.6 / 9.3	eV
charge	0

---

Density functional theory data (ωB97M-V with the def2-TZVPD basis set) for an isolated molecule of C5H7N3S.

XYZ file:
```
16
Properties=species:S:1:pos:R:3:forces:R:3:nbo_charge:R:1
C -1.823 0.472 1.584 0.53 0.61 -1.42 -0.653
C -0.663 0.488 0.542 0.20 -0.88 0.12 -0.065
C -0.093 1.673 -0.009 0.80 -1.49 0.35 -0.019
N 0.991 1.521 -0.853 -0.62 -1.62 0.72 -0.327
N 1.499 0.310 -1.216 -1.25 0.91 0.99 -0.268
C 0.907 -0.812 -0.806 1.57 0.00 -1.27 0.293
N 1.487 -1.870 -1.472 -1.74 -1.18 0.92 -0.786
C -0.176 -0.996 0.122 -1.61 4.00 0.21 -0.171
S -0.923 -2.450 0.480 0.77 1.17 -0.03 -0.118
H -1.947 1.292 2.320 0.11 0.19 -1.16 0.222
H -1.617 -0.341 2.216 0.25 -1.44 0.73 0.237
H -2.744 0.191 1.042 0.15 0.43 0.44 0.232
H -0.325 2.765 0.203 -0.07 -1.82 -0.04 0.231
H 1.627 2.262 -1.104 -0.42 0.17 0.00 0.409
H 1.458 -2.830 -1.181 -0.76 0.07 0.64 0.402
H 2.340 -1.676 -1.868 2.08 0.88 -1.19 0.382
```
Forces are in eV/Å.

Output
energy above the lowest of the compared OMol25 structures with the same formula, charge and spin	0.7226	eV
structure (SMILES)	Cc1c[nH]nc(N)c1=S
orbital gap (alpha / beta)	7.4 / 7.4	eV
charge	0

---

Density functional theory data (ωB97M-V with the def2-TZVPD basis set) for an isolated molecule of C5H7NO.

XYZ file:
```
14
Properties=species:S:1:pos:R:3:forces:R:3:nbo_charge:R:1
C -2.006 0.744 -0.174 -0.07 0.04 0.02 -0.625
C -0.567 0.352 -0.022 0.02 0.21 0.21 -0.054
C 0.478 1.156 0.340 -0.16 0.23 0.00 -0.114
N 1.628 0.381 0.395 0.10 -0.01 -0.14 -0.534
C 1.302 -0.880 0.048 -0.32 0.33 -0.05 0.443
O 2.248 -1.835 -0.091 -0.51 -0.27 0.00 -0.653
C -0.043 -0.965 -0.198 -0.16 0.08 0.28 -0.432
H -2.362 0.580 -1.198 0.09 0.03 0.16 0.214
H -2.158 1.801 0.069 0.04 -0.16 -0.03 0.215
H -2.646 0.150 0.489 0.09 0.10 -0.08 0.213
H 0.510 2.206 0.582 -0.03 -0.06 -0.03 0.208
H 2.573 0.697 0.535 -0.13 0.05 -0.02 0.417
H 1.667 -2.517 -0.454 0.87 -0.66 -0.05 0.487
H -0.625 -1.870 -0.323 0.18 0.09 -0.25 0.216
```
Forces are in eV/Å.

Output
energy above the lowest of the compared OMol25 structures with the same formula, charge and spin	0.5455	eV
structure (SMILES)	Cc1c[nH]c(O)c1
orbital gap	8.5	eV
charge	0

---

Density functional theory data (ωB97M-V with the def2-TZVPD basis set) for an isolated molecule of C5H7NO.

XYZ file:
```
14
Properties=species:S:1:pos:R:3:forces:R:3:nbo_charge:R:1
C -1.940 0.007 0.129 -0.14 -0.03 0.12 -0.623
C -0.465 0.011 -0.155 0.00 -1.65 0.92 -0.106
N 0.282 -1.145 0.878 -1.85 0.81 -1.76 -0.472
C 0.674 0.210 0.806 0.30 0.76 0.18 -0.100
C 1.895 0.343 0.011 -0.22 -0.33 -1.19 -0.627
C 0.178 0.108 -1.439 2.29 -0.89 0.05 0.701
O 0.181 0.378 -2.584 -0.57 -0.13 1.61 -0.464
H -2.514 0.780 -0.392 0.32 -0.03 -0.01 0.224
H -2.058 0.143 1.204 -0.17 -0.02 -0.08 0.237
H -2.349 -0.972 -0.132 -0.09 0.17 0.04 0.230
H 0.865 -1.672 0.220 0.12 0.23 0.15 0.363
H 0.405 0.785 1.685 0.19 0.13 0.18 0.217
H 2.794 -0.102 0.469 -0.44 -0.03 -0.67 0.212
H 2.052 1.126 -0.701 0.26 1.01 0.46 0.209
```
Forces are in eV/Å.

Output
energy above the lowest of the compared OMol25 structures with the same formula, charge and spin	4.8459	eV
orbital gap (alpha / beta)	8.1 / 8.1	eV
charge	0